10
Properties=species:S:1:pos:R:3:nbo_charge:R:1 method="wB97M-V/def2-TZVPD" orbital_gap_ev="7.983 / 8.137" largest_force_ev_per_a=3.14
C -0.179 0.522 0.701 0.527
C -1.071 -0.646 1.051 0.862
C 1.174 0.516 -1.371 -0.300
O 0.004 1.439 1.435 -0.418
F -0.520 -1.747 0.529 -0.308
F -1.208 -0.863 2.363 -0.297
F -2.306 -0.567 0.548 -0.297
Cl 1.357 2.187 -1.839 0.082
Cl 2.622 -0.231 -0.726 0.065
Br 0.126 -0.610 -2.691 0.084